{"formula": "C27H16CeN6O7S", "method": "ωB97M-V with the def2-TZVPD basis set", "elements": ["Ce", "O", "C", "C", "C", "N", "C", "C", "C", "O", "O", "C", "O", "O", "H", "H", "H", "C", "C", "C", "C", "C", "C", "C", "S", "O", "O", "N", "C", "C", "C", "C", "C", "C", "C", "C", "N", "C", "H", "H", "H", "H", "H", "H", "H", "H", "H", "H", "H", "H", "H", "N", "C", "C", "C", "N", "C", "N"], "coordinates": [[0.5071, -0.1467, 0.1618], [-1.6197, -4.7514, 3.7241], [-1.4410, -3.7120, 2.8980], [-1.6067, -2.3840, 3.2992], [-1.3857, -1.4024, 2.3616], [-1.0568, -1.6721, 1.0976], [-0.8334, -2.9418, 0.7422], [-1.0212, -4.0010, 1.5947], [-0.1995, -3.1213, -0.6173], [-0.2042, -4.1616, -1.2091], [0.4039, -1.9969, -1.0291], [-1.3264, 0.0607, 2.7491], [-0.5854, 0.7674, 1.9062], [-1.8329, 0.4745, 3.7579], [-1.9120, -4.4591, 4.5969], [-1.8710, -2.1020, 4.3101], [-0.8230, -5.0124, 1.2723], [3.3085, 0.6375, 7.7270], [3.2288, 0.2699, 6.2726], [4.1764, -0.5731, 5.6993], [4.0996, -0.9325, 4.3635], [3.0566, -0.4317, 3.5947], [2.1007, 0.4203, 4.1371], [2.1955, 0.7606, 5.4740], [2.9493, -0.9011, 1.9164], [4.1270, -1.6240, 1.5607], [1.6411, -1.6035, 1.7316], [2.6181, 0.3812, 1.0407], [3.6126, 1.2341, 0.5076], [4.8699, 1.4249, 1.0042], [5.7516, 2.3267, 0.3592], [5.3697, 3.0067, -0.7580], [4.0761, 2.8026, -1.3031], [3.6177, 3.4493, -2.4736], [2.3765, 3.1679, -2.9599], [1.5888, 2.2233, -2.2746], [1.9609, 1.6150, -1.1683], [3.2053, 1.9046, -0.6697], [4.3148, 0.9570, 7.9990], [3.0556, -0.2177, 8.3565], [2.6177, 1.4437, 7.9678], [4.9872, -0.9548, 6.3080], [4.8323, -1.5891, 3.9160], [1.2993, 0.8242, 3.5300], [1.4564, 1.4243, 5.9049], [5.2057, 0.9057, 1.8915], [6.7416, 2.4694, 0.7706], [6.0416, 3.6977, -1.2503], [4.2655, 4.1592, -2.9737], [1.9676, 3.6374, -3.8431], [0.6212, 1.9673, -2.6769], [-1.0781, 0.8978, -1.2494], [-1.6861, 1.6062, -1.9509], [-2.2692, 2.4884, -2.8227], [-1.3615, 3.2298, -3.6258], [-0.5923, 3.8463, -4.2249], [-3.6806, 2.6132, -2.8903], [-4.8285, 2.6949, -2.9302]], "forces_ev_per_angstrom": [[0.084, 0.404, -0.260], [-0.041, -0.023, 0.091], [0.040, -0.058, -0.055], [-0.098, -0.117, -0.178], [-0.205, -0.010, 0.183], [0.258, -0.248, 0.346], [-0.106, -0.313, -0.030], [-0.206, 0.191, 0.139], [0.453, 0.557, -0.475], [-0.063, -0.104, 0.078], [-0.418, 0.086, 0.760], [0.342, 0.407, -0.237], [0.021, -0.779, -0.321], [-0.029, -0.066, 0.061], [0.033, 0.031, -0.076], [-0.001, -0.008, 0.006], [-0.008, -0.004, -0.004], [0.011, 0.021, 0.033], [-0.081, 0.043, -0.026], [0.039, -0.039, -0.004], [-0.076, 0.070, 0.056], [0.065, 0.003, 0.184], [0.023, -0.008, 0.005], [0.017, 0.005, 0.033], [-0.677, -0.158, -0.296], [0.085, -0.021, 0.038], [0.402, 0.040, 0.298], [0.690, 0.250, -0.304], [-0.416, -0.410, 0.240], [0.238, 0.274, 0.005], [-0.104, -0.122, 0.087], [-0.075, 0.025, -0.075], [0.166, 0.076, 0.016], [0.031, 0.024, -0.006], [-0.035, -0.105, 0.089], [0.033, 0.068, -0.144], [-0.028, -0.057, 0.025], [-0.076, 0.033, -0.092], [0.005, -0.013, -0.012], [0.007, -0.013, -0.014], [0.003, 0.000, -0.002], [0.001, -0.004, -0.008], [0.003, -0.007, -0.018], [0.018, -0.029, -0.026], [-0.007, -0.003, -0.009], [-0.051, -0.040, -0.006], [0.004, 0.004, 0.000], [0.006, 0.000, 0.009], [0.001, 0.000, 0.007], [0.003, -0.005, 0.008], [0.069, -0.007, 0.020], [-0.237, 0.090, -0.110], [0.049, 0.036, 0.037], [0.073, -0.132, -0.012], [-0.337, 0.222, 0.075], [0.044, -0.111, -0.058], [0.054, 0.036, -0.070], [0.006, 0.019, -0.002]], "homo_energy_ha": -0.31326, "homo_lumo_gap_ev": 6.165, "e_tot_ev": -75299.133}

---

{"formula": "C27H19AlBF4N10O7", "method": "ωB97M-V with the def2-TZVPD basis set", "elements": ["Al", "C", "N", "C", "N", "C", "N", "C", "C", "C", "C", "C", "C", "C", "N", "N", "C", "O", "C", "C", "C", "C", "C", "C", "N", "C", "N", "C", "N", "C", "H", "H", "H", "H", "H", "H", "H", "H", "H", "H", "H", "H", "H", "H", "H", "H", "F", "B", "F", "F", "F", "O", "C", "O", "C", "C", "C", "C", "C", "C", "N", "O", "O", "N", "O", "O", "H", "H", "H"], "coordinates": [[0.9215, 1.7622, 2.1561], [-2.9867, -1.1451, 3.6814], [-2.2583, 0.1129, 3.5558], [-0.9592, 0.3226, 3.6103], [-0.7054, 1.5943, 3.2793], [-1.9493, 2.1258, 3.0746], [-2.9060, 1.2582, 3.2343], [-2.3642, -2.2933, 2.9129], [-2.6992, -3.5721, 3.3429], [-2.2462, -4.6877, 2.6577], [-1.4327, -4.5376, 1.5511], [-1.0711, -3.2610, 1.1230], [-1.5516, -2.1375, 1.7927], [-0.1753, -3.1895, -0.0363], [0.1877, -4.1947, -0.7521], [1.0501, -3.7116, -1.7105], [1.1567, -2.4458, -1.5096], [0.3939, -2.0246, -0.4596], [2.0101, -1.5401, -2.2856], [2.5286, -2.0401, -3.4800], [3.4132, -1.2786, -4.2191], [3.7891, -0.0205, -3.7741], [3.2627, 0.4957, -2.5980], [3.6771, 1.9017, -2.2072], [3.5017, 2.1406, -0.7827], [2.3985, 2.5546, -0.2004], [2.4779, 2.3300, 1.1138], [3.7357, 1.7940, 1.2637], [4.3714, 1.6621, 0.1365], [2.3664, -0.2659, -1.8514], [-3.9879, -0.9252, 3.3107], [-3.0712, -1.3974, 4.7389], [-0.2277, -0.4331, 3.8464], [-2.1199, 3.1526, 2.8032], [-3.3229, -3.6965, 4.2192], [-2.5191, -5.6769, 2.9967], [-1.0591, -5.3960, 1.0124], [-1.2751, -1.1570, 1.4262], [2.2411, -3.0300, -3.8026], [3.8237, -1.6699, -5.1393], [4.4993, 0.5625, -4.3466], [3.0719, 2.6500, -2.7230], [4.7221, 2.0809, -2.4513], [1.5716, 2.9916, -0.7308], [4.1498, 1.5142, 2.2155], [1.9657, 0.0900, -0.9098], [3.8066, -0.5562, 3.3845], [2.5230, -0.7139, 3.1684], [2.0553, -0.6306, 1.9064], [1.7370, -1.2728, 4.0685], [1.8999, 1.2511, 3.4622], [0.0571, 0.8846, 0.7545], [-0.4840, 1.9759, 0.3526], [-0.1913, 3.0161, 1.0051], [-1.3565, 1.9639, -0.8284], [-2.0110, 3.1218, -1.2367], [-2.8064, 3.0526, -2.3631], [-2.9675, 1.8910, -3.0968], [-2.2926, 0.7674, -2.6567], [-1.4922, 0.7734, -1.5356], [-2.4232, -0.4966, -3.4167], [-3.1224, -0.4752, -4.4001], [-1.7814, -1.4430, -3.0126], [-3.5127, 4.2762, -2.8081], [-3.3591, 5.2687, -2.1319], [-4.1934, 4.1830, -3.8013], [-1.9097, 4.0534, -0.6986], [-3.5930, 1.8661, -3.9775], [-0.9818, -0.1257, -1.2228]], "forces_ev_per_angstrom": [[-0.223, 0.738, 0.025], [-0.065, -0.029, 0.009], [0.013, 0.113, -0.004], [0.048, 0.012, 0.017], [0.138, -0.176, 0.040], [-0.016, -0.014, -0.021], [-0.115, 0.003, -0.040], [-0.026, -0.033, 0.028], [0.035, 0.009, -0.016], [-0.006, 0.012, -0.002], [0.011, 0.024, 0.019], [-0.005, 0.000, 0.019], [0.030, 0.007, -0.003], [-0.055, -0.005, -0.041], [-0.037, 0.002, -0.005], [0.054, 0.009, 0.026], [-0.069, 0.018, -0.053], [0.066, -0.003, 0.036], [0.015, -0.023, -0.045], [-0.018, 0.024, 0.021], [0.012, 0.025, 0.010], [-0.029, -0.004, -0.007], [-0.062, 0.010, 0.011], [0.041, 0.025, -0.012], [-0.035, 0.068, 0.060], [-0.061, -0.066, 0.018], [0.044, -0.004, -0.032], [0.015, 0.051, -0.010], [0.086, -0.090, -0.023], [0.032, -0.009, 0.006], [0.027, 0.007, 0.026], [0.007, -0.007, -0.033], [0.004, -0.023, -0.009], [-0.009, 0.015, -0.012], [-0.017, -0.005, 0.022], [-0.004, -0.017, 0.005], [0.014, -0.020, -0.003], [0.004, 0.055, -0.007], [-0.004, -0.023, -0.004], [0.005, -0.007, -0.013], [0.022, 0.020, -0.022], [0.035, -0.020, -0.023], [-0.009, -0.003, 0.031], [-0.038, -0.001, -0.015], [0.008, -0.028, 0.030], [-0.014, 0.012, 0.030], [0.134, 0.053, 0.053], [0.019, -0.047, -0.149], [-0.032, -0.083, -0.085], [-0.102, -0.082, 0.194], [-0.018, -0.112, -0.091], [0.041, -0.210, -0.073], [-0.035, -0.139, -0.039], [0.137, -0.010, 0.179], [-0.016, 0.049, -0.032], [-0.013, -0.047, -0.033], [0.061, -0.037, 0.010], [0.019, -0.004, 0.030], [-0.058, 0.015, 0.071], [-0.037, 0.023, -0.015], [0.259, 0.095, -0.139], [-0.114, -0.046, 0.012], [-0.076, -0.066, 0.051], [-0.060, -0.067, 0.064], [0.021, 0.059, -0.013], [-0.003, 0.038, -0.048], [-0.001, 0.007, 0.010], [0.001, -0.004, 0.001], [0.026, -0.035, 0.007]], "homo_energy_ha": -0.41412, "homo_lumo_gap_ev": 7.312, "charge": 1, "e_tot_ev": -75684.542}

---

{"formula": "C27H19BF5N10O5SSc", "method": "ωB97M-V with the def2-TZVPD basis set", "elements": ["Sc", "C", "C", "N", "N", "C", "B", "N", "C", "C", "C", "N", "N", "C", "C", "C", "N", "N", "C", "C", "C", "N", "H", "H", "H", "H", "H", "H", "H", "H", "H", "H", "H", "H", "O", "C", "C", "C", "C", "C", "C", "C", "N", "C", "C", "N", "H", "H", "H", "H", "H", "H", "H", "O", "S", "O", "O", "O", "F", "C", "C", "C", "F", "C", "F", "C", "F", "C", "F"], "coordinates": [[0.5055, 0.5076, -0.5497], [-3.1323, 0.7449, -3.1645], [-1.8712, 1.1412, -2.7073], [-1.6273, 0.6277, -1.5099], [-2.7204, -0.0972, -1.1624], [-3.6260, -0.0537, -2.1607], [-2.6837, -1.0667, 0.0344], [-1.7118, -2.2039, -0.3236], [-1.8503, -3.5282, -0.5218], [-0.6581, -4.0081, -1.0212], [0.1673, -2.8803, -1.1097], [-0.4716, -1.8003, -0.6865], [-2.1534, -0.3545, 1.3051], [-2.7089, -0.3618, 2.5306], [-1.8618, 0.3053, 3.3897], [-0.7889, 0.6953, 2.5832], [-0.9680, 0.2848, 1.3330], [-4.1121, -1.5264, 0.3476], [-5.1829, -0.7050, 0.4614], [-6.2162, -1.4251, 1.0091], [-5.6656, -2.7035, 1.2142], [-4.4022, -2.7552, 0.8286], [-3.6035, 0.9940, -4.0987], [-1.1201, 1.7480, -3.1813], [-4.5501, -0.6014, -2.0924], [-2.7780, -4.0165, -0.2858], [-0.4271, -5.0224, -1.2971], [1.1746, -2.7799, -1.4777], [-3.6603, -0.8355, 2.7059], [-2.0042, 0.4935, 4.4393], [0.1023, 1.2355, 2.8500], [-5.1227, 0.3274, 0.1591], [-7.2131, -1.0813, 1.2240], [-6.1348, -3.5849, 1.6230], [2.7835, 1.3571, -0.2654], [3.8223, 0.7347, -0.5166], [4.8969, 1.3710, -1.2480], [6.0260, 0.6824, -1.5769], [6.1533, -0.6657, -1.2085], [5.1569, -1.3121, -0.4772], [4.0077, -0.6511, -0.1014], [3.0153, -1.2758, 0.7590], [1.7536, -0.9296, 0.9414], [1.2336, -1.8128, 1.8516], [2.1900, -2.6990, 2.2368], [3.3153, -2.3519, 1.5344], [4.7151, 2.3888, -1.5603], [6.8059, 1.1553, -2.1585], [7.0334, -1.2220, -1.5040], [5.2909, -2.3597, -0.2336], [0.2022, -1.7688, 2.1535], [2.1688, -3.5243, 2.9250], [4.2261, -2.7619, 1.6299], [0.9892, 0.0279, -4.2151], [1.7178, 0.4628, -3.0483], [3.0916, 0.8586, -3.3037], [0.9592, 1.5677, -2.3148], [1.6852, -0.6023, -1.9487], [1.9692, 2.1817, 2.1702], [1.2267, 3.1088, 1.4853], [0.4401, 2.7199, 0.4226], [-0.2734, 3.7627, -0.1328], [-1.1064, 3.5491, -1.1795], [-0.2177, 5.0776, 0.3040], [-0.9430, 6.0486, -0.2827], [0.6007, 5.4010, 1.3683], [0.6757, 6.6676, 1.8140], [1.3351, 4.3997, 1.9727], [2.1301, 4.7009, 3.0195]], "forces_ev_per_angstrom": [[-0.078, -0.024, 0.067], [0.007, -0.005, 0.000], [-0.005, 0.003, -0.007], [0.015, 0.010, 0.013], [0.002, 0.000, 0.001], [-0.005, 0.002, 0.005], [0.009, -0.002, -0.008], [-0.005, 0.002, -0.015], [-0.003, 0.001, 0.006], [0.006, -0.004, -0.001], [-0.009, 0.008, -0.007], [0.014, 0.001, 0.023], [0.005, -0.018, 0.012], [0.000, 0.012, -0.005], [0.005, 0.003, 0.002], [-0.001, -0.013, 0.002], [0.001, 0.014, -0.034], [-0.007, 0.003, -0.002], [0.001, 0.000, 0.011], [-0.001, -0.002, -0.008], [0.000, 0.003, 0.007], [0.000, -0.001, -0.001], [0.000, -0.002, -0.001], [-0.001, 0.002, 0.003], [-0.001, 0.001, 0.000], [0.001, 0.000, 0.000], [0.000, 0.000, 0.000], [-0.001, -0.003, -0.003], [-0.001, -0.002, -0.001], [0.000, 0.001, 0.000], [0.001, -0.001, 0.003], [0.001, 0.001, 0.001], [-0.001, -0.002, 0.000], [0.000, 0.000, 0.001], [0.012, 0.007, 0.001], [-0.015, -0.024, 0.006], [-0.005, 0.004, 0.012], [0.004, -0.012, 0.002], [0.008, 0.016, -0.012], [-0.021, -0.008, 0.006], [0.010, 0.010, -0.002], [0.006, 0.016, -0.019], [0.009, 0.013, -0.022], [-0.006, -0.005, 0.000], [0.002, 0.012, 0.003], [0.000, -0.014, 0.012], [0.002, 0.001, -0.004], [0.000, 0.001, -0.001], [0.001, 0.003, -0.001], [-0.001, 0.000, -0.001], [0.001, -0.004, -0.003], [0.001, -0.001, -0.001], [0.002, 0.001, -0.003], [0.016, 0.003, -0.001], [-0.044, 0.016, 0.009], [0.014, 0.004, -0.007], [0.036, -0.017, -0.035], [0.017, -0.011, 0.011], [-0.001, -0.001, -0.007], [0.001, -0.003, 0.004], [0.002, -0.002, -0.003], [-0.002, 0.005, -0.003], [0.000, 0.001, -0.007], [0.005, 0.002, 0.003], [0.004, -0.004, -0.003], [-0.003, 0.004, -0.001], [-0.001, -0.001, 0.004], [-0.005, -0.001, -0.008], [0.001, -0.002, 0.004]], "de_lowest_kj_mol": 45.5, "homo_energy_ha": [-0.21765, -0.21860], "homo_lumo_gap_ev": [8.044, 5.945], "s_squared": 0.7989, "multiplicity": 2, "charge": -1, "e_tot_ev": -99253.988}

---

{"formula": "C27H19Cl2N7OSr", "method": "ωB97M-V with the def2-TZVPD basis set", "elements": ["Sr", "N", "C", "N", "C", "N", "N", "C", "N", "C", "C", "C", "C", "C", "N", "H", "H", "H", "H", "H", "H", "H", "H", "Cl", "C", "C", "C", "Cl", "C", "C", "C", "C", "N", "C", "C", "O", "H", "H", "H", "H", "C", "C", "C", "C", "C", "C", "C", "C", "C", "C", "H", "H", "H", "H", "H", "H", "H"], "coordinates": [[-0.5594, -0.3574, -0.6402], [-2.2865, -3.0195, -2.5097], [-3.2499, -2.3464, -1.9400], [-4.5042, -2.8297, -1.9056], [-5.3399, -2.1614, -1.1417], [-6.6446, -2.5066, -1.2676], [-5.0772, -1.0685, -0.4176], [-3.9061, -0.5109, -0.7433], [-2.9137, -1.1182, -1.4551], [-3.7836, 0.9169, -0.2603], [-4.9197, 1.6771, 0.0403], [-4.7843, 2.9732, 0.4819], [-3.4941, 3.4694, 0.5384], [-2.4004, 2.6620, 0.2448], [-2.5493, 1.4112, -0.1622], [-2.5218, -3.8815, -3.0546], [-1.3131, -2.6761, -2.4801], [-6.8250, -3.4886, -1.4940], [-7.2255, -2.0943, -0.5807], [-5.8613, 1.1674, 0.0619], [-5.7080, 3.4695, 0.7089], [-3.2538, 4.5142, 0.8087], [-1.4262, 3.1362, 0.3236], [2.0582, -2.7602, -4.2629], [2.5095, -2.8538, -2.5928], [3.8759, -3.1764, -2.3627], [4.4403, -2.9279, -1.1388], [6.1374, -3.0692, -0.9342], [3.5890, -2.5329, -0.0538], [4.0067, -2.3524, 1.2551], [3.1127, -2.1526, 2.2977], [1.7557, -1.9652, 1.9477], [1.2887, -2.0427, 0.6920], [2.1848, -2.3512, -0.2666], [1.5996, -2.4861, -1.6193], [0.3592, -2.1298, -1.8194], [4.4528, -3.5135, -3.2224], [5.0488, -2.4391, 1.5683], [3.3668, -2.0262, 3.3695], [1.0911, -1.8017, 2.8058], [2.7537, 3.7694, 3.3186], [1.6027, 2.9653, 3.5727], [1.0450, 2.2272, 2.5826], [1.6807, 2.1623, 1.3305], [1.0539, 1.3412, 0.3740], [1.6374, 1.4303, -0.8410], [2.7681, 2.1959, -1.2245], [3.4455, 2.7999, -0.1955], [2.8846, 2.8826, 1.0848], [3.3937, 3.6785, 2.1190], [2.9704, 4.4774, 4.0662], [1.1518, 2.9903, 4.5517], [0.1561, 1.6671, 2.7785], [1.2607, 0.8864, -1.7617], [3.2577, 2.0607, -2.1573], [4.3025, 3.4374, -0.3656], [4.3058, 4.2710, 1.9483]], "forces_ev_per_angstrom": [[0.549, 0.250, 0.667], [0.697, -1.881, -1.509], [-0.944, 0.703, 0.533], [1.092, -0.361, -0.121], [-0.514, -0.109, -1.113], [0.164, -1.200, 0.159], [0.771, 0.784, -0.501], [-0.346, -0.709, 0.169], [-1.406, 1.209, 1.123], [0.268, -0.053, -0.178], [0.518, -1.235, 0.347], [0.364, -0.564, -0.507], [0.327, 1.381, 0.419], [-0.703, 0.816, -0.037], [0.387, -0.383, -0.159], [0.396, 1.318, 1.046], [-0.270, -0.336, -0.089], [0.083, 0.742, 0.021], [-0.705, 0.254, 0.557], [-0.370, -0.026, -0.305], [0.100, 0.723, 0.245], [-0.433, -0.696, -0.044], [0.213, -0.664, -0.089], [-0.384, -0.212, -0.221], [0.168, -0.160, -0.022], [-0.121, 0.646, 0.431], [-1.152, -0.100, -0.538], [0.411, -0.158, 0.234], [-0.707, 0.032, -0.252], [0.770, -0.175, 2.203], [-0.815, 0.624, -0.657], [0.320, -0.384, -0.023], [0.588, 0.224, 1.706], [-0.240, -0.510, -1.346], [0.522, 0.580, 0.466], [0.501, -0.578, -0.473], [0.040, 0.170, 0.333], [-0.096, -0.046, -0.589], [0.193, -0.235, -1.019], [-0.270, 0.157, -0.776], [-1.231, -1.150, -0.391], [0.309, 0.800, 0.166], [0.953, 0.309, 0.638], [-0.269, -0.180, 0.289], [-0.598, -0.104, -0.262], [0.090, -0.408, -2.940], [0.770, -0.676, 2.203], [-0.024, 1.174, -0.838], [-1.113, -0.790, 0.438], [0.928, 0.943, 0.326], [0.919, 0.658, 0.757], [-0.116, 0.139, 0.192], [-0.404, -0.386, -0.168], [-0.040, 0.059, 0.677], [-0.041, 0.221, -0.929], [0.369, -0.239, -0.222], [-0.464, -0.208, -0.027]], "homo_energy_ha": -0.26676, "homo_lumo_gap_ev": 6.602, "e_tot_ev": -66669.126}

---

Number 3 is which compound?
C27H19BF5N10O5SSc